The following is a quantum chemistry calculation of a gas-phase ion, C6H6N3O (charge +1), from OMol25.

The structure (SMILES) is O/C1=C/N=N/C=C\C=C=[NH+]1. For the frontier orbital gap (spin up / spin down), the calculation gives 7.568 / 7.824 eV. The value obtained for the total energy is -471.32680 Ha. For the energy above the lowest of the compared OMol25 structures with the same formula, charge and spin, the calculation gives 105.34 kcal/mol. The total charge is +1. Its multiplicity is 1.

Geometry as XYZ:
```
16
Properties=species:S:1:pos:R:3:forces:R:3
C -0.66006 -1.11743 -1.24042 0.236 -0.961 -1.045
C 0.72252 -1.28637 -1.32619 -1.041 -0.145 -0.051
C 1.05135 0.25850 0.41737 -4.219 -0.393 -0.864
C 0.79507 1.12113 1.39475 0.625 -0.017 0.040
C -0.50395 1.62542 1.68154 -0.596 -0.247 -0.388
C -1.72096 1.27503 1.14929 0.737 0.641 0.643
N -1.97722 0.34120 0.21524 -1.189 -1.249 -1.257
N -1.06647 -0.24681 -0.36225 4.350 2.421 2.837
N 1.52173 -0.56563 -0.48218 1.034 -0.421 -0.377
O 1.38462 -2.08433 -2.15137 0.211 0.217 0.295
H -1.33659 -1.65113 -1.89723 -0.046 -0.024 -0.023
H 1.60716 1.48108 2.02212 0.108 -0.053 -0.043
H -0.53943 2.38197 2.44986 0.019 0.012 0.084
H -2.62187 1.74923 1.50771 0.049 0.027 0.060
H 2.52760 -0.69346 -0.63112 -0.158 0.140 0.069
H 0.81651 -2.58843 -2.74714 -0.119 0.050 0.021
```
Positions in Å, forces in eV/Å.

---

The following is a quantum chemistry calculation of 2 unconnected molecules or ions with the total composition C6H6N3O4, from OMol25.

For the frontier orbital gap (spin up / spin down), the calculation gives 7.596 / 7.775 eV. The value obtained for the total energy is -697.28215 Ha. For the energy above the lowest of the compared OMol25 structures with the same formula, charge and spin, the calculation gives 86.96 kcal/mol. The total charge is -1. Its multiplicity is 1.

Geometry as XYZ:
```
19
Properties=species:S:1:pos:R:3:forces:R:3
C -1.76647 -1.83333 0.59520 0.461 -2.022 -0.151
C -0.63750 -2.55719 0.03732 -1.175 2.679 1.703
C -1.57826 -0.55447 0.27866 2.019 1.420 -1.145
C -0.67491 2.05214 -0.67569 1.707 -1.201 0.043
C 1.62939 0.72954 1.69305 -1.860 -2.475 -1.189
C 0.30947 0.75044 -0.55869 0.648 -0.990 -0.259
N 0.24178 -1.70126 -0.40975 0.844 -0.708 -0.496
N -0.31786 -0.51369 -0.31311 -0.745 1.957 -0.521
N 1.33530 0.69845 -1.62164 0.281 -1.005 -1.048
O -1.25442 1.96566 -1.73015 -1.330 -0.352 -1.977
O 1.52997 -0.36401 -2.24016 -0.362 1.170 0.795
O -0.65063 2.86527 0.20544 0.061 1.201 1.964
O 1.95782 1.71808 -1.90139 -0.530 -0.015 0.796
H -2.41195 -2.22989 1.32612 -1.221 -0.448 0.126
H -0.37757 -3.53563 0.24790 0.426 -1.822 -0.062
H -2.05768 0.40150 0.24858 -0.719 -0.049 0.702
H 0.62276 0.15394 1.79275 2.325 1.017 0.293
H 1.53356 1.77084 1.57696 0.125 1.135 0.127
H 2.56719 0.18363 1.44861 -0.955 0.508 0.298
```
Positions in Å, forces in eV/Å.

---

The following is a quantum chemistry calculation of C6H6N4O2 in the gas phase, from OMol25.

The structure (SMILES) is O=C=NC(=O)NCn1ccnc1. For the frontier orbital gap, the calculation gives 9.667 eV. The value obtained for the total energy is -601.74531 Ha. For the energy above the lowest of the compared OMol25 structures with the same formula, charge and spin, the calculation gives 17.52 kcal/mol. Its multiplicity is 1.

Geometry as XYZ:
```
18
Properties=species:S:1:pos:R:3:forces:R:3
C -1.35290 1.77124 -1.42023 -0.389 -1.586 0.354
C -0.98120 0.63854 -0.71200 1.151 1.163 -1.143
C 0.73457 1.84974 -1.44243 2.184 -0.501 -0.549
C -1.62152 -2.49022 1.55310 2.711 1.612 -1.007
C 0.33679 -1.17426 1.82454 0.346 -0.158 0.897
C 1.33387 -0.24556 -0.34209 1.358 -2.586 -0.292
N -0.29987 2.46374 -1.88605 -0.085 1.078 -0.069
N 0.42659 0.68678 -0.78533 -1.928 3.245 -0.403
N -0.60186 -1.95147 1.15487 0.070 -0.179 -1.142
N 1.31120 -0.51824 1.07344 -0.154 0.449 0.561
O -2.61874 -2.99253 1.71418 -2.514 -1.431 0.793
O 0.31682 -1.15456 3.03465 0.462 0.645 -0.163
H -2.29214 2.04867 -1.79846 -1.316 0.180 0.205
H -1.50391 -0.18925 -0.26873 -0.012 0.119 -0.043
H 1.77070 2.17123 -1.72623 -0.999 -0.677 0.677
H 2.38301 -0.02333 -0.76412 -1.597 -0.253 1.065
H 0.97349 -1.14479 -0.80908 0.510 -0.968 -0.239
H 1.68509 0.25428 1.59998 0.203 -0.152 0.499
```
Positions in Å, forces in eV/Å.

---

The following is a quantum chemistry calculation of C6H6N4O2S2 in the gas phase, from OMol25.

For the frontier orbital gap (spin up / spin down), the calculation gives 6.840 / 5.909 eV. The value obtained for the total energy is -1397.90447 Ha. Its multiplicity is 3.

Geometry as XYZ:
```
20
Properties=species:S:1:pos:R:3:forces:R:3
C -1.46785 -3.21193 0.40374 -1.371 -0.126 -0.348
C 1.34168 3.30844 0.43340 0.603 -0.565 -1.106
C -1.02921 -2.65794 -0.76149 1.394 0.223 3.772
C 0.77141 2.76922 -0.70873 0.511 0.856 1.337
C 0.22847 -1.98055 0.95188 -0.514 0.815 0.216
C 0.07902 1.69238 1.06697 -0.227 -2.001 1.679
N -0.69389 -2.78259 1.45156 0.816 0.259 0.240
N 0.91068 2.57472 1.50353 0.144 0.640 0.269
N 0.00203 -1.83079 -0.40126 1.339 0.237 -0.409
N -0.05427 1.74111 -0.31511 -0.254 0.571 1.814
O 1.90989 -0.21489 -0.49817 -1.337 -0.374 -2.120
O -1.97879 0.12832 -1.10586 -0.728 -0.498 0.691
S 0.90689 -0.80132 -1.49362 4.667 -4.254 3.090
S -0.79679 0.86255 -1.52290 -2.622 4.074 -1.068
H -2.45023 -3.73932 0.52774 1.500 0.282 0.062
H 2.17795 4.02305 0.57130 -1.059 -0.379 -0.428
H -1.37265 -2.45482 -1.66013 -2.112 -0.087 -4.186
H 0.78856 2.97082 -1.73406 0.362 0.680 -1.216
H 0.95302 -1.29903 1.46605 -0.741 -1.261 -0.430
H -0.22590 0.90256 1.82514 -0.371 0.906 -1.859
```
Positions in Å, forces in eV/Å.

---

The following is a quantum chemistry calculation of 2 unconnected molecules or ions with the total composition C6H6NO, from OMol25.

For the frontier orbital gap (spin up / spin down), the calculation gives 6.500 / 7.889 eV. The value obtained for the total energy is -361.60999 Ha. For the energy above the lowest of the compared OMol25 structures with the same formula, charge and spin, the calculation gives 176.77 kcal/mol. The total charge is +1. Its multiplicity is 1.

Geometry as XYZ:
```
14
Properties=species:S:1:pos:R:3:forces:R:3
C 1.12544 -1.28879 0.90466 -0.647 0.063 1.250
C -0.03115 -0.75122 0.26578 0.187 -0.995 0.190
C 1.65614 -0.89753 -0.32813 3.318 1.371 -0.139
C 0.54184 -1.46192 -0.84333 -2.360 0.415 0.098
C -1.89445 0.88753 -0.42748 3.853 2.759 0.583
C -1.03263 0.25621 0.71171 0.434 0.106 -2.898
N 3.40426 0.83179 0.12203 1.614 -0.785 0.691
O 4.36786 0.52793 0.57994 -2.194 0.296 -1.028
H 0.24784 -2.23232 -1.51983 -0.086 -0.219 -0.445
H -2.73597 0.39077 -0.61861 -3.676 -1.867 -0.114
H -1.47052 0.99571 -1.45208 0.615 -0.230 0.907
H -2.04102 1.92964 -0.08628 -0.603 -0.581 -0.363
H -1.65298 -0.18464 1.43488 -0.904 -0.922 1.014
H -0.48468 0.99683 1.25675 0.450 0.587 0.254
```
Positions in Å, forces in eV/Å.

---

The following is a quantum chemistry calculation of a gas-phase ion, C6H6NS (charge +1), from OMol25.

For the frontier orbital gap, the calculation gives 7.819 eV. The value obtained for the total energy is -684.64725 Ha. For the energy above the lowest of the compared OMol25 structures with the same formula, charge and spin, the calculation gives 110.05 kcal/mol. The total charge is +1. Its multiplicity is 1.

Geometry as XYZ:
```
14
Properties=species:S:1:pos:R:3:forces:R:3
C -1.17087 1.15908 -0.06104 -0.269 -4.207 -1.023
C -0.34404 0.12031 -0.37546 -0.059 0.769 0.809
C -0.80107 -1.19235 -0.15695 -1.287 0.486 -0.456
C -3.65385 -0.43141 0.25946 0.066 -1.427 0.112
C 1.80858 -0.43540 0.49650 -0.801 0.782 1.218
C 1.15048 0.23911 -0.64514 -1.917 0.941 0.123
N -1.50728 -2.06267 0.07913 -0.468 -1.079 0.218
S -2.98662 0.98168 0.04839 1.123 1.469 0.048
H -0.88186 2.12504 -0.03908 0.605 3.196 -0.013
H 1.49634 0.17476 1.35752 0.593 -0.282 0.083
H 2.83570 -0.56819 0.48771 2.118 0.412 -0.370
H 1.46155 -1.38882 0.71153 -0.971 -2.045 0.136
H 1.26815 0.01646 -1.69271 0.628 -0.554 -0.276
H 1.32479 1.26239 -0.46986 0.638 1.538 -0.609
```
Positions in Å, forces in eV/Å.

---

The following is a quantum chemistry calculation of a gas-phase ion, C6H6NS (charge +1), from OMol25.

For the frontier orbital gap, the calculation gives 8.623 eV. The value obtained for the total energy is -684.65482 Ha. For the energy above the lowest of the compared OMol25 structures with the same formula, charge and spin, the calculation gives 105.30 kcal/mol. The total charge is +1. Its multiplicity is 1.

Geometry as XYZ:
```
14
Properties=species:S:1:pos:R:3:forces:R:3
C 1.71320 -1.42277 -0.93529 -2.479 0.317 -1.094
C 1.20158 -1.11121 0.28172 0.929 -1.288 0.258
C 2.15493 -1.36715 1.34109 -1.456 0.841 -1.341
C 3.96355 -2.12676 0.39133 1.560 -0.123 2.770
C -0.28178 0.90013 0.09893 -2.972 -1.670 -2.313
C -0.15302 -0.57852 0.62817 0.578 3.043 -0.296
N 2.94398 -1.34004 2.18527 1.210 -0.494 0.472
S 3.30362 -2.24539 -1.03957 -1.983 0.787 -1.946
H 1.02672 -1.25813 -1.86189 1.816 -0.526 1.407
H 0.13370 1.64504 0.67899 2.063 1.193 0.963
H -1.34742 1.29841 0.12863 0.843 -1.207 -0.111
H -0.03721 0.85554 -0.98854 0.206 0.758 0.898
H -0.98924 -1.13302 0.34944 -0.952 -1.370 -1.433
H -0.35332 -0.48514 1.65462 0.637 -0.259 1.768
```
Positions in Å, forces in eV/Å.

---

The following is a quantum chemistry calculation of a gas-phase ion, C6H6O (charge -1), from OMol25.

For the frontier orbital gap (spin up / spin down), the calculation gives 3.842 / 7.427 eV. The value obtained for the total energy is -307.39596 Ha. For the energy above the lowest of the compared OMol25 structures with the same formula, charge and spin, the calculation gives 7.18 kcal/mol. The total charge is -1. Its multiplicity is 2.

Geometry as XYZ:
```
13
Properties=species:S:1:pos:R:3:forces:R:3
C 0.39202 -0.40769 1.56064 -1.601 -1.685 0.383
C 1.40335 -0.16676 0.68928 1.352 1.395 -1.193
C 1.16971 0.62809 -0.51356 -1.960 -0.758 -0.297
C -0.16109 0.52256 -0.96439 0.473 -0.226 -0.604
O -0.52996 1.00657 -2.26027 0.500 -0.782 0.726
C -1.15074 -0.18659 -0.28097 -0.174 1.197 0.719
C -0.97113 -0.33744 1.14102 1.234 -0.004 -0.235
H 0.54396 -1.02013 2.45342 0.397 0.498 0.253
H 2.44903 -0.42645 0.81333 -0.058 -0.142 0.712
H 1.90934 0.81718 -1.27877 0.251 0.179 0.238
H -1.10183 0.26641 -2.50882 -0.160 0.388 -0.444
H -2.15389 -0.20344 -0.67243 -0.306 0.150 -0.245
H -1.79875 -0.49231 1.82152 0.051 -0.210 -0.012
```
Positions in Å, forces in eV/Å.

---

Q: multiplicity of number 3 (C6H6N4O2)?
A: 1